1.
{"formula": "C41H47N6O10P2Rb", "method": "wB97M-V/def2-TZVPD", "total_charge": -2, "orbital_gap_ev": 5.8882, "relative_energy_ev": 0.060, "e_tot_ha": -3378.16877, "spin_multiplicity": 1, "species": ["Rb", "O", "C", "O", "C", "C", "C", "C", "C", "N", "H", "H", "H", "H", "C", "C", "N", "O", "H", "H", "H", "H", "H", "C", "C", "C", "P", "C", "C", "C", "C", "C", "C", "H", "H", "H", "H", "H", "H", "H", "H", "H", "H", "H", "H", "H", "H", "H", "H", "H", "H", "H", "H", "H", "N", "P", "C", "C", "C", "C", "C", "C", "C", "C", "C", "C", "C", "C", "C", "C", "C", "C", "C", "C", "H", "H", "H", "H", "H", "H", "H", "H", "H", "H", "H", "H", "H", "H", "H", "O", "N", "O", "C", "C", "C", "C", "O", "C", "C", "N", "O", "O", "N", "O", "O", "H", "H"], "coordinates": [[0.18315, -0.39195, 0.81810], [3.56162, -1.98121, 3.27400], [3.05340, -1.21340, 2.43425], [2.48210, -1.49472, 1.34916], [3.15080, 0.29354, 2.77425], [4.08929, 0.72068, 3.71013], [4.19858, 2.07236, 3.98588], [3.34948, 2.96469, 3.34327], [2.42580, 2.45381, 2.44794], [2.33550, 1.15382, 2.15382], [4.70012, -0.02693, 4.19590], [4.92984, 2.43128, 4.70104], [3.38721, 4.02846, 3.54234], [1.71911, 3.11144, 1.94600], [-2.32115, -0.84309, -2.44977], [-3.28727, -0.42225, -1.37396], [-4.36718, -1.25218, -1.19868], [-3.15735, 0.59571, -0.70946], [-2.78601, -0.69023, -3.42961], [-2.07956, -1.90534, -2.35066], [-1.38565, -0.26768, -2.37798], [-4.29773, -2.18348, -1.56899], [-4.87255, -1.15882, -0.32920], [-0.60964, -6.03951, -1.75163], [-1.03248, -5.07947, -0.64311], [-2.38596, -4.44291, -0.99627], [0.17551, -3.73936, -0.11006], [1.56695, -3.56022, -1.32680], [1.08814, -2.82828, -2.58765], [2.46532, -4.74801, -1.66750], [1.04939, -4.52701, 1.34292], [0.38091, -4.07287, 2.64386], [1.20579, -6.04947, 1.34256], [-1.44741, -6.69700, -2.01269], [0.22861, -6.67049, -1.45693], [-0.32333, -5.49836, -2.65560], [-1.17987, -5.66612, 0.26785], [-2.34147, -3.99613, -1.99633], [-2.66859, -3.65870, -0.29120], [-3.17778, -5.20206, -1.00887], [2.17772, -2.84914, -0.75569], [0.40055, -3.44939, -3.17549], [1.94437, -2.59237, -3.22745], [0.60240, -1.87270, -2.36402], [1.95862, -5.47997, -2.29852], [2.84475, -5.25534, -0.77782], [3.33396, -4.38197, -2.22671], [2.03651, -4.05663, 1.32149], [-0.65166, -4.43829, 2.70285], [0.36637, -2.98614, 2.71669], [0.93007, -4.45098, 3.51201], [0.28343, -6.53765, 1.67392], [1.99239, -6.34029, 2.04716], [1.46503, -6.45785, 0.36499], [0.50882, 0.57539, -2.05286], [0.91843, 2.02215, -2.25178], [0.44344, 3.29536, -0.97424], [-0.55064, 2.94361, -0.06543], [-0.94517, 3.82371, 0.93964], [-0.35870, 5.07745, 1.03489], [0.61815, 5.45143, 0.11553], [1.01239, 4.56641, -0.88097], [2.73821, 2.34009, -2.41301], [3.39296, 2.17286, -3.63228], [4.78012, 2.21833, -3.71520], [5.54012, 2.41705, -2.56903], [4.90431, 2.55488, -1.34071], [3.51752, 2.51643, -1.26686], [0.21476, 2.94077, -3.72532], [0.80928, 3.98712, -4.43081], [0.14342, 4.61300, -5.48260], [-1.13639, 4.20994, -5.83682], [-1.74738, 3.17590, -5.13461], [-1.07400, 2.54699, -4.09455], [-1.02227, 1.97191, -0.15487], [-1.70430, 3.51939, 1.65233], [-0.65283, 5.75813, 1.82725], [1.07812, 6.43143, 0.18453], [1.78350, 4.86244, -1.58523], [2.80641, 1.98632, -4.52511], [5.27111, 2.08429, -4.67353], [6.62262, 2.44560, -2.63071], [5.48840, 2.67667, -0.43508], [3.03122, 2.59001, -0.30083], [1.80350, 4.32418, -4.15850], [0.62539, 5.41946, -6.02483], [-1.65600, 4.69940, -6.65341], [-2.75059, 2.86013, -5.39954], [-1.53394, 1.73187, -3.54458], [-7.33207, 1.23401, 4.97194], [-6.31039, 1.81215, 5.31728], [-6.29893, 2.71087, 6.14684], [-5.07347, 1.46901, 4.65918], [-5.05990, 0.46154, 3.70689], [-3.89087, 0.10204, 3.10626], [-2.58895, 0.73467, 3.39741], [-1.53882, 0.39646, 2.87370], [-2.72869, 1.83723, 4.37101], [-3.90843, 2.15917, 4.97165], [-1.57367, 2.66434, 4.75353], [-0.53253, 2.51900, 4.16068], [-1.77002, 3.57366, 5.55906], [-3.99112, -0.97913, 2.12721], [-5.10962, -1.22261, 1.66956], [-2.99779, -1.56635, 1.77690], [-5.97356, -0.04674, 3.44429], [-3.93133, 2.96076, 5.69207]]}


2.
{"formula": "C18H24BrN2O6", "method": "wB97M-V/def2-TZVPD", "total_charge": -1, "smiles": "CCOC(=O)[C@@H](c1ccc(Br)cc1)N(/N=C(\\[O-])OC(C)C)C(=O)OC(C)C", "orbital_gap_ev": 6.0850, "e_tot_ha": -3835.27946, "spin_multiplicity": 1, "species": ["C", "C", "O", "C", "O", "C", "C", "C", "C", "C", "Br", "C", "C", "N", "N", "C", "O", "O", "C", "C", "C", "C", "O", "O", "C", "C", "C", "H", "H", "H", "H", "H", "H", "H", "H", "H", "H", "H", "H", "H", "H", "H", "H", "H", "H", "H", "H", "H", "H", "H", "H"], "coordinates": [[4.65434, -1.52525, 1.90779], [3.23576, -1.99755, 1.84492], [2.79323, -1.69589, 0.48699], [1.48352, -1.94520, 0.35080], [0.86225, -2.65635, 1.12171], [0.82058, -1.16327, -0.77542], [-0.18433, -1.94609, -1.57187], [-1.05064, -2.84612, -0.96347], [-1.93029, -3.60703, -1.74312], [-1.90763, -3.47818, -3.13810], [-3.06068, -4.54463, -4.19810], [-1.02858, -2.57122, -3.75256], [-0.16721, -1.80908, -2.96381], [0.29824, -0.06994, -0.07537], [-0.78500, 0.36025, -0.66362], [-1.84437, 0.20362, 0.24209], [-1.90825, -0.67278, 1.10426], [-2.77472, 1.15568, 0.02635], [-4.10412, 0.89015, 0.60105], [-4.91428, 2.14867, 0.37719], [-4.13844, 0.47103, 2.03746], [1.19270, 0.88610, 0.55379], [1.87600, 0.58082, 1.51929], [1.14764, 2.08115, -0.01781], [2.27080, 3.00180, 0.35590], [1.66432, 4.38105, 0.35985], [3.41181, 2.83503, -0.60870], [5.05893, -1.73208, 2.89783], [5.27083, -2.03505, 1.16460], [4.69650, -0.44704, 1.73727], [3.13385, -3.07404, 2.01642], [2.59806, -1.43145, 2.53143], [1.59081, -0.80099, -1.46137], [-1.02652, -2.97109, 0.11522], [-2.61426, -4.29572, -1.26016], [-1.02146, -2.47258, -4.83353], [0.53179, -1.10202, -3.41284], [-4.51836, 0.07704, -0.01088], [-5.96485, 1.96086, 0.61438], [-4.56161, 2.94958, 1.03891], [-4.85403, 2.49793, -0.65623], [-5.16389, 0.19966, 2.30889], [-3.48524, -0.39056, 2.19295], [-3.82417, 1.29634, 2.68863], [2.57999, 2.70675, 1.36677], [2.44412, 5.13786, 0.49152], [1.13450, 4.57764, -0.58079], [0.95520, 4.47947, 1.18845], [4.18982, 3.57528, -0.39191], [3.86560, 1.84108, -0.52104], [3.07174, 2.98636, -1.64199]]}


3.
{"formula": "C23H25N3O2S", "method": "wB97M-V/def2-TZVPD", "total_charge": 0, "smiles": "CCCC1=Nc2cc(C(=O)N3CCC(C(N)=O)CC3)ccc2Sc2ccccc21", "orbital_gap_ev": 8.9699, "relative_energy_ev": 0.891, "e_tot_ha": -1604.43213, "spin_multiplicity": 1, "species": ["C", "C", "C", "C", "N", "C", "C", "C", "C", "O", "N", "C", "C", "C", "C", "N", "O", "C", "C", "C", "C", "C", "S", "C", "C", "C", "C", "C", "C", "H", "H", "H", "H", "H", "H", "H", "H", "H", "H", "H", "H", "H", "H", "H", "H", "H", "H", "H", "H", "H", "H", "H", "H", "H"], "coordinates": [[-5.46269, -4.36096, -0.26149], [-4.89074, -3.05961, 0.28856], [-3.96494, -2.40260, -0.73576], [-3.22659, -1.17825, -0.27930], [-1.96444, -1.18825, -0.39970], [-1.12505, -0.11462, -0.26733], [0.05625, -0.25343, 0.46376], [1.00314, 0.75441, 0.48208], [2.21479, 0.60455, 1.35120], [2.11552, 0.56648, 2.56591], [3.40609, 0.55954, 0.71538], [3.59893, 0.36781, -0.70249], [4.14450, -1.03654, -0.97966], [5.41812, -1.31707, -0.17530], [6.60350, -0.50015, -0.68684], [7.79815, -0.93556, -0.22097], [6.52011, 0.44891, -1.43242], [5.16608, -1.01972, 1.31097], [4.61964, 0.39674, 1.48479], [0.78727, 1.92795, -0.23696], [-0.38040, 2.08475, -0.95938], [-1.33148, 1.08076, -0.97144], [-2.83983, 1.31530, -1.90175], [-3.91657, 1.19397, -0.47751], [-4.63391, 2.30505, -0.06939], [-5.41271, 2.23670, 1.07148], [-5.44185, 1.06862, 1.81512], [-4.73517, -0.04487, 1.39679], [-3.98868, -0.01022, 0.22338], [-4.66494, -5.06323, -0.49247], [-6.12570, -4.82220, 0.46673], [-6.02913, -4.17433, -1.17126], [-4.33027, -3.27019, 1.20203], [-5.71340, -2.38559, 0.53285], [-3.21513, -3.12377, -1.06680], [-4.56038, -2.10846, -1.60656], [0.21325, -1.16084, 1.02651], [2.65436, 0.50432, -1.22860], [4.32084, 1.10615, -1.06343], [4.35552, -1.12649, -2.04562], [3.38616, -1.77557, -0.71084], [5.68185, -2.37547, -0.28721], [7.88720, -1.73941, 0.37345], [8.63344, -0.45082, -0.50457], [6.08282, -1.13115, 1.89234], [4.42940, -1.72876, 1.69497], [4.37692, 0.58863, 2.53172], [5.35504, 1.13004, 1.13760], [1.52489, 2.71583, -0.21923], [-0.56656, 2.99130, -1.51495], [-4.56929, 3.21466, -0.64644], [-5.97738, 3.09970, 1.39045], [-6.01851, 1.02239, 2.72681], [-4.74244, -0.94003, 1.99840]]}


Q: What is the formula in the second record?
A: C18H24BrN2O6